7
Properties=species:S:1:pos:R:3:lowdin_charge:R:1 method="wB97M-V/def2-TZVPD" e_homo_ev="-19.550 / -19.530" total_charge=+2 lumo_energy_ha="-0.3743 / -0.4491" spin_multiplicity=2 total_energy_ev=-38380.090 de_lowest_ev=1.209
H -0.368 -2.329 -1.085 0.18
C -0.271 -1.314 -0.682 -0.09
H -2.436 -0.935 -0.279 0.18
O 0.741 -1.056 0.147 -0.13
C -1.392 -0.651 -0.340 0.14
F -1.161 0.701 0.039 -0.06
Yb 1.108 1.054 0.320 1.78

---

13
Properties=species:S:1:pos:R:3:lowdin_charge:R:1 method="wB97M-V/def2-TZVPD" e_homo_ev=-8.402 lumo_energy_ha=-0.0313 total_energy_ev=-11646.596 de_lowest_ev=5.949
H -1.723 2.219 -0.072 0.13
N 2.443 -0.217 0.046 0.13
H -2.715 -1.058 -0.866 0.11
H 2.728 0.389 -1.185 0.33
N -0.734 0.475 -0.382 -0.21
O 0.526 0.741 -0.287 -0.01
H -0.724 1.533 1.229 0.12
N -1.964 -1.684 -0.144 0.04
N 0.394 -1.333 0.505 0.19
H 2.896 -1.115 0.518 0.17
C 1.171 -0.360 0.091 -0.61
N -1.493 1.296 0.505 0.06
C -0.805 -0.887 0.043 -0.46

---

56
Properties=species:S:1:pos:R:3:lowdin_charge:R:1 method="wB97M-V/def2-TZVPD" e_homo_ev=-7.696 lumo_energy_ha=0.0127 total_energy_ev=-47109.838
C 2.102 1.493 6.144 -0.18
H 0.118 -3.934 2.684 0.12
O 1.451 0.772 7.093 0.04
H -0.051 4.188 -0.964 0.12
C 0.669 -2.051 3.545 -0.02
C 0.288 -2.394 1.208 -0.25
C -0.086 -3.586 -2.118 0.01
C -1.809 -2.391 -5.976 -0.40
C -1.495 -2.230 -3.509 -0.22
H 0.875 -0.396 5.343 0.14
C 1.320 5.429 0.289 -0.05
H -2.659 -1.061 -4.708 0.14
C -3.471 -0.998 -8.944 -0.05
C -2.597 -1.953 -8.384 0.01
C 0.336 -2.894 2.509 0.00
H 1.727 1.643 2.414 0.10
C -1.415 -1.843 -1.130 -0.01
C -1.906 -1.526 -2.379 -0.01
C 0.880 -0.191 2.032 -0.13
N 1.217 0.052 4.502 0.16
O 1.832 3.753 1.660 0.05
N -2.027 -1.851 -4.743 0.14
O -1.087 -3.337 -6.219 0.08
C 0.946 -0.700 3.340 -0.15
C 2.542 2.421 8.118 -0.04
H -0.272 -3.830 -4.235 0.10
H 0.570 -0.662 -0.018 0.12
C 2.019 1.122 4.727 -0.38
C -2.561 -1.698 -7.037 -0.18
C 2.038 5.043 1.383 -0.10
H 2.918 3.060 8.890 0.10
H -1.750 -1.290 -0.266 0.12
C 0.966 3.278 0.737 -0.18
H 3.392 3.246 6.224 0.12
H 2.709 5.581 2.024 0.12
H -2.059 -2.728 -8.889 0.12
H -4.575 0.604 -7.860 0.12
O -3.365 -0.643 -6.749 0.04
H 1.286 0.896 9.145 0.13
O 2.630 1.751 3.873 0.07
H 0.709 -2.443 4.552 0.12
O -0.282 1.446 -0.046 0.07
C 1.724 1.342 8.274 -0.10
O 0.009 -3.286 0.220 0.04
C 0.619 4.281 -0.134 0.01
C 0.527 1.874 0.758 -0.40
C 0.583 -1.058 0.984 0.06
H 0.621 -4.391 -1.997 0.12
N 1.093 1.158 1.768 0.16
C -0.586 -3.275 -3.367 0.00
H -2.617 -0.718 -2.476 0.12
C -0.486 -2.869 -0.995 -0.25
C -3.905 -0.232 -7.904 -0.11
H 1.295 6.403 -0.155 0.10
C 2.791 2.522 6.733 0.02
H -3.741 -0.894 -9.975 0.10

---

82
Properties=species:S:1:pos:R:3:lowdin_charge:R:1 method="wB97M-V/def2-TZVPD" e_homo_ev=-2.618 total_charge=-2 lumo_energy_ha=0.1417 total_energy_ev=-146382.265 de_lowest_ev=1.373
C -5.553 1.045 2.713 -0.05
C -0.992 4.083 1.161 -0.15
N 6.139 0.274 0.153 -0.15
C 0.867 0.174 -3.216 -0.71
C -3.386 1.328 1.494 -0.04
H -2.774 -6.344 -0.249 0.10
H -7.060 -1.690 3.996 0.09
C -1.397 5.291 1.758 -0.07
H -1.327 -2.826 -4.193 0.09
H -1.160 -5.641 1.507 0.10
H 7.994 -2.986 -3.559 0.09
F 1.302 0.183 -6.813 0.10
Cl -5.088 -2.113 -0.286 0.79
S 0.948 -1.012 1.247 0.59
N 4.838 0.624 -0.037 -0.01
C -3.029 -2.796 1.329 -0.30
C -6.510 0.284 3.366 -0.12
C -2.102 6.178 -0.341 -0.12
C 6.746 0.789 1.249 -1.11
H -2.243 7.238 1.537 0.08
F 2.915 -0.763 -5.763 0.11
C -5.193 -1.671 2.950 -0.06
H -1.257 5.391 2.829 0.10
Tl 0.377 1.027 -0.303 0.60
H -3.757 2.348 1.377 0.12
H -1.793 4.920 -2.037 0.11
H 9.581 -1.752 -2.115 0.09
C 0.156 -1.433 -4.874 -0.02
N 0.018 -0.398 -2.336 -0.02
S 2.884 2.186 0.945 0.53
C 6.267 -2.147 -2.597 -0.09
H -2.537 6.989 -0.916 0.09
H -5.030 -2.734 3.058 0.11
H 4.739 -1.146 -1.480 0.11
H 0.752 -0.250 4.691 0.09
H -7.387 0.761 3.787 0.09
H 8.767 -0.228 -0.394 0.01
C -0.737 -1.417 -2.669 -0.11
H -2.477 1.356 2.098 0.10
H 1.107 -1.699 3.828 0.03
S 1.765 1.481 -2.635 0.72
N 1.081 -0.694 3.847 0.04
C 8.516 -1.627 -1.981 -0.10
C 6.689 -0.592 -0.807 -0.18
Cl -0.977 -3.260 2.992 0.72
N -0.078 1.900 1.780 -0.14
H -1.385 -1.799 -1.892 0.12
C -1.944 -4.977 1.174 -0.12
H -4.540 -4.781 -0.983 0.09
C 5.798 -1.293 -1.621 -0.01
C -2.991 0.780 0.069 -0.67
O -1.853 0.211 0.035 -0.19
C -6.326 -1.083 3.480 -0.12
C -3.839 -4.492 -0.216 -0.12
S 5.613 1.797 2.116 0.91
H -5.691 2.115 2.630 0.11
F 2.463 1.310 -5.421 0.11
H -0.480 3.367 3.115 0.13
C 8.058 -0.763 -1.003 -0.07
S 8.286 0.543 1.792 0.52
C 4.363 1.427 0.844 -1.12
H 0.225 -1.840 -5.875 0.12
C -4.407 0.478 2.172 -0.16
O -3.806 0.867 -0.832 0.02
C -0.709 -1.981 -3.939 -0.06
H 5.556 -2.678 -3.212 0.10
C -2.848 -5.365 0.199 -0.10
H -2.339 -0.900 1.488 0.11
C -4.226 -0.912 2.292 -0.25
C 1.896 0.123 -5.587 -0.59
O -0.761 2.909 -0.934 -0.14
C -1.121 3.929 -0.261 -0.36
C -0.487 3.098 2.053 -0.10
C 0.948 -0.351 -4.532 -0.13
N -3.050 -1.524 1.886 0.08
N 0.263 1.133 2.829 -0.01
C -2.053 -3.717 1.732 -0.58
C 0.714 -0.068 2.688 -0.89
C -3.919 -3.223 0.331 -0.56
C -1.945 6.323 1.043 -0.14
C -1.699 5.030 -0.966 -0.02
C 7.630 -2.322 -2.787 -0.12